Record 1
ORCA calculation (wB97M-V/def2-TZVPD) on a structure of composition C25H19As2ClF7Ir at a distorted geometry.

Geometry (Å):
Ir -0.10736 -0.09051 -0.10164
Cl 0.62858 -2.07788 -2.01782
C -0.37404 -1.97499 -0.56927
H 0.08045 -2.52067 0.25926
H -1.40109 -2.24618 -0.80251
F -2.41244 4.57440 -3.01496
C -1.91651 3.50123 -2.40068
C -1.42264 2.46617 -3.18397
C -0.88619 1.36339 -2.54775
C -0.87084 1.33301 -1.15397
C -1.40971 2.35231 -0.37260
C -1.92870 3.46631 -1.02022
H -1.46446 2.53969 -4.26198
H -0.48756 0.54026 -3.12824
H -1.42163 2.30629 0.70851
H -2.35005 4.29112 -0.46231
F 0.35069 1.32401 2.02758
As -0.33532 0.08466 3.09658
F -1.29313 1.28665 3.81167
F 0.96274 0.25356 4.17021
F -1.05673 -1.19801 3.93023
F 0.58275 -1.08455 2.08608
F -1.54353 -0.09969 1.75551
C 5.65036 -0.46953 -3.23052
C 4.33164 -0.52655 -3.65673
C 3.29931 -0.32035 -2.75390
C 3.59766 -0.05504 -1.42247
C 4.91974 0.01142 -0.98886
C 5.94219 -0.19594 -1.90268
As 2.29121 0.44189 -0.10085
C 2.31467 2.36698 -0.14199
C 1.88946 3.21335 -1.15130
C 1.97930 4.58269 -0.95095
C 2.48325 5.07710 0.24720
C 2.92377 4.21864 1.24510
C 2.84169 2.84673 1.05554
C 3.30425 1.80665 2.01323
C 3.88209 2.04106 3.25007
C 4.29623 0.97116 4.03435
C 4.14940 -0.33824 3.59706
C 3.56030 -0.59384 2.36806
C 3.15347 0.48300 1.59913
H 6.45357 -0.63275 -3.93646
H 4.10311 -0.72885 -4.69456
H 2.28040 -0.33876 -3.10689
H 5.15648 0.21739 0.04610
H 6.97017 -0.14498 -1.56975
H 1.50216 2.82396 -2.08406
H 1.65549 5.26479 -1.72584
H 2.54048 6.14626 0.40256
H 3.33352 4.62320 2.16131
H 4.01939 3.05352 3.60651
H 4.73684 1.16428 5.00328
H 4.47078 -1.15978 4.22216
H 3.42384 -1.61166 2.02711

Atoms 1-6, force components in eV/Å:
1.2 0.2 2.0
-0.2 -0.4 -0.2
0.1 -0.2 -0.6
-0.1 -0.2 -0.1
0.0 0.0 0.1
0.0 0.0 0.0

Values from the calculation:
- largest force on an atom (hartree/bohr) = 0.045
- LUMO energy (spin up / spin down) (eV) = -5.2916 / -5.7714
- DFT total energy (a.u.) = -6698.99341
- HOMO level (spin up / spin down) (eV) = -11.6992 / -11.6992
- total charge = +1
- ⟨S²⟩ = 0.75
- gap between HOMO and LUMO (spin up / spin down) (eV) = 6.41 / 5.93
- 2S+1 = 2
- energy relative to the best compared isomer or geometry (same formula, charge and spin) (eV) = 1.222



Record 2
ORCA calculation (wB97M-V/def2-TZVPD) on a structure of composition C25H19B4NO33V at a distorted geometry.

Geometry (Å):
V 0.73095 -0.61772 -0.56966
O -5.47699 4.47038 1.14897
C -5.13689 3.34973 0.91126
O -4.58066 2.87325 -0.19909
B -4.21232 1.44102 0.07777
O -4.71046 1.11195 1.39422
C -5.16764 2.22664 1.96912
O -5.31284 2.43328 3.13948
O -2.75195 1.27669 0.02146
C -2.46036 0.42095 -0.89053
O -1.41524 -0.18738 -1.06702
C -3.72977 0.04391 -1.69889
O -4.73288 0.61212 -1.05470
O -3.68775 -0.73297 -2.61680
O -1.51856 1.04923 6.30525
C -0.47684 0.68455 5.85044
O 0.33345 1.31935 4.98259
B 1.34783 0.39010 4.48495
O 1.29048 -0.82412 5.34351
C 0.19559 -0.69956 6.11674
O -0.18475 -1.56053 6.85724
O 1.05084 0.01050 3.08936
C 1.93944 0.48095 2.26631
O 1.92769 0.32325 1.05439
C 2.95300 1.34925 3.13965
O 2.65305 1.06960 4.36879
O 3.95555 1.89110 2.75546
O -0.08654 3.89737 -2.82282
C 0.03649 3.79039 -1.64388
O -0.12926 4.73022 -0.71682
B 0.04266 4.17436 0.63173
O 0.66947 2.82799 0.37130
C 0.55762 2.54260 -0.85887
O 0.78878 1.44809 -1.41014
O -1.24130 3.84625 1.33114
C -1.05676 4.17031 2.60879
O -1.88845 4.15104 3.47717
C 0.31762 4.81804 2.73633
O 0.82143 4.98355 1.53568
O 0.90495 4.96279 3.77560
O 1.14286 -3.51875 3.02295
C 0.00502 -3.14166 2.90140
O -0.87845 -3.09217 3.86299
B -2.04603 -2.41019 3.29853
O -1.72841 -2.03501 1.93373
C -0.51574 -2.46875 1.65720
O 0.12356 -2.25464 0.64294
O -2.30071 -1.19331 4.08778
C -3.54898 -1.25464 4.61609
O -4.14788 -0.33664 5.08283
C -4.19220 -2.61103 4.18114
O -3.26513 -3.25573 3.57038
O -5.35745 -2.88363 4.34008
C 3.64671 -3.06186 -2.79909
C 2.98411 -1.63456 -2.68006
C 3.74863 -0.67242 -3.58194
C 3.31705 -0.63479 -5.04091
C 1.82823 -0.30320 -5.07797
C 0.90241 -1.30580 -4.27533
N 1.46287 -1.48153 -2.89872
O 0.79748 -2.41528 -2.17267
C -0.48303 -0.63176 -4.20415
C 0.94663 -2.56951 -5.13852
C 3.30997 -1.13925 -1.22902
H 4.68834 -3.22645 -2.53219
H 3.42753 -3.59104 -3.72687
H 3.10534 -3.60223 -2.01432
H 3.79256 0.36426 -3.23567
H 4.78780 -0.99013 -3.46539
H 3.55640 -1.64764 -5.38098
H 3.88918 0.04549 -5.67034
H 1.43534 -0.24759 -6.09123
H 1.66793 0.64078 -4.55029
H -1.24814 -1.25197 -3.74021
H -0.38722 0.27111 -3.59633
H -0.75379 -0.21955 -5.17671
H 0.02452 -3.14272 -4.99484
H 0.86373 -2.32004 -6.19383
H 1.79406 -3.14273 -4.76794
H 4.38212 -1.01025 -1.09498
H 2.86804 -1.73463 -0.42305
H 2.91034 -0.13620 -1.08089
H 0.88570 -3.30093 -2.55906

Atoms 1-6, force components in eV/Å:
-1.0 1.3 0.4
-0.1 0.1 -0.6
0.0 0.2 0.4
0.0 -0.7 0.5
-1.1 1.3 -0.4
-0.1 -0.5 -0.5

Values from the calculation:
- largest force on an atom (hartree/bohr) = 0.074
- LUMO energy (spin up / spin down) (eV) = 2.7974 / 2.7961
- DFT total energy (a.u.) = -4546.21656
- HOMO level (spin up / spin down) (eV) = -4.9187 / -4.9188
- total charge = -2
- ⟨S²⟩ = 3.75
- gap between HOMO and LUMO (spin up / spin down) (eV) = 7.72 / 7.71
- 2S+1 = 4
- energy relative to the best compared isomer or geometry (same formula, charge and spin) (eV) = 2.397



Record 3
ORCA calculation (wB97M-V/def2-TZVPD) on a structure of composition C25H19BrN3RuSe2.

Geometry (Å):
Ru -0.17073 0.66878 0.58553
Se -3.41568 1.21859 1.26276
Se -2.57990 1.71277 -0.87815
C -1.33771 3.10693 -0.48906
C -1.63298 4.42966 -0.73765
C -0.63933 5.37927 -0.51308
C 0.59974 4.97026 -0.05125
C 0.81995 3.62410 0.18129
N -0.13000 2.70614 -0.04472
C -2.80887 -0.60517 1.33781
C -3.71165 -1.56148 1.76318
C -3.28261 -2.87662 1.89889
C -1.97268 -3.20362 1.58031
C -1.13051 -2.20157 1.14839
N -1.53553 -0.92091 1.04195
H -2.61099 4.71248 -1.10224
H -0.83859 6.42670 -0.70012
H 1.39323 5.68160 0.13097
H 1.77336 3.26759 0.55113
H -4.73525 -1.28391 1.97637
H -3.97411 -3.63885 2.23529
H -1.60768 -4.21812 1.66134
H -0.10193 -2.40562 0.88343
C -0.96556 -2.58638 -4.24019
C -1.80946 -2.19637 -3.21779
C -1.34580 -1.37593 -2.18290
C -0.01817 -0.92319 -2.14614
C 0.50944 -0.06815 -1.14308
C 1.84499 0.38923 -1.25259
C 2.66793 -0.00142 -2.28305
C 2.17031 -0.86944 -3.26944
C 0.84806 -1.31736 -3.21623
C 0.36037 -2.14974 -4.24203
H -1.32779 -3.21664 -5.04125
H -2.84239 -2.51916 -3.21804
H -2.03411 -1.07126 -1.41019
H 2.24701 1.07557 -0.51244
H 3.68571 0.36124 -2.34410
H 2.80821 -1.18094 -4.08773
H 1.02547 -2.44214 -5.04570
Br -0.22047 1.57026 3.14527
C 1.26486 0.37303 3.15488
C 2.05021 0.18272 4.26388
C 3.11368 -0.70243 4.11180
C 3.32592 -1.32417 2.88690
C 2.47070 -1.05330 1.83910
N 1.43141 -0.20791 1.97062
H 1.85400 0.69256 5.19646
H 3.77184 -0.89973 4.94852
H 4.14713 -2.01274 2.74523
H 2.59699 -1.51519 0.86789

Atoms 1-6, force components in eV/Å:
-0.2 -0.2 -0.1
0.1 0.1 -0.1
-0.3 -0.1 0.0
0.3 0.2 0.0
0.0 0.0 0.0
0.0 0.1 0.0

Values from the calculation:
- largest force on an atom (hartree/bohr) = 0.009
- LUMO energy (spin up / spin down) (eV) = -9.4712 / -11.8310
- DFT total energy (a.u.) = -8599.07601
- HOMO level (spin up / spin down) (eV) = -17.2992 / -17.4273
- total charge = +3
- ⟨S²⟩ = 6.05
- gap between HOMO and LUMO (spin up / spin down) (eV) = 7.83 / 5.60
- 2S+1 = 5
- energy relative to the best compared isomer or geometry (same formula, charge and spin) (eV) = 0.099



Record 4
ORCA calculation (wB97M-V/def2-TZVPD) on an isolated molecule of C25H19F3O4 at a distorted geometry.

Geometry (Å):
F -4.16493 0.50704 2.78721
C -2.78693 0.53330 2.78692
C -2.13594 1.21160 3.81111
C -0.74515 1.12563 3.81989
F -0.03970 1.87255 4.73903
C -0.03716 0.35271 2.90571
C -0.70932 -0.20733 1.81320
C 0.16240 -0.76705 0.68790
C -0.27326 -2.13500 0.10547
C 0.71076 -2.92382 -0.50435
C 0.41986 -4.16946 -1.05133
C -0.88322 -4.67099 -1.01141
C -1.81974 -3.93220 -0.29083
F -3.08252 -4.45246 -0.13340
C -1.51266 -2.73271 0.35468
C -2.10263 -0.12368 1.75999
H -2.66782 1.76249 4.57333
H 1.04869 0.25114 2.98941
H 1.13635 -0.97113 1.14975
H 1.74028 -2.58660 -0.49729
H 1.23181 -4.74352 -1.50089
H -1.14039 -5.63142 -1.44492
H -2.23230 -2.32413 1.05676
H -2.68023 -0.54112 0.93741
C 0.59712 1.64508 -3.53383
C -0.03439 0.31096 -3.19027
C -0.61237 -0.39970 -4.39491
O 0.94973 -0.57459 -2.61178
C 1.41860 -0.30667 -1.36967
O 2.54786 -0.69455 -1.10914
C 0.46591 0.29731 -0.33257
C 1.20447 1.52081 0.32324
C 0.52745 2.66111 0.76464
C 1.06927 3.47534 1.77079
C 2.35136 3.21947 2.26242
C 3.11190 2.19165 1.69643
C 2.54432 1.37771 0.70977
C -0.85313 0.79950 -0.96868
O -1.71738 1.42116 -0.37981
O -1.11476 0.44860 -2.25068
H 1.02277 2.13496 -2.65252
H 1.38721 1.46971 -4.27470
H -0.16165 2.29287 -3.98851
H -1.05863 -1.34177 -4.08203
H -1.38140 0.21836 -4.85742
H 0.16989 -0.59849 -5.12572
H -0.44173 2.90888 0.34929
H 0.47755 4.31538 2.14504
H 2.78308 3.85976 3.04094
H 4.15603 2.02502 1.97992
H 3.15469 0.61831 0.23638

Atoms 1-6, force components in eV/Å:
1.3 0.2 -0.1
-0.2 -0.3 -0.1
0.4 -0.2 -0.2
0.2 0.2 0.1
-0.7 -0.9 -0.6
0.0 0.3 0.1

Values from the calculation:
- largest force on an atom (hartree/bohr) = 0.060
- LUMO energy (eV) = 0.4734
- DFT total energy (a.u.) = -1564.62516
- HOMO level (eV) = -9.1091
- SMILES = CC1(C)OC(=O)C(c2ccccc2)([C@H](c2cccc(F)c2)c2cc(F)cc(F)c2)C(=O)O1
- gap between HOMO and LUMO (eV) = 9.58
- energy relative to the best compared isomer or geometry (same formula, charge and spin) (eV) = 0.000